No. 1
Formula: C32H38BrN4O6S2SbV
Source: the OMol25 dataset
Level of theory: wB97M-V/def2-TZVPD

The calculation puts the HOMO energy (spin up / spin down) at -8.00 / -8.00 eV. For the LUMO energy (spin up / spin down), the calculation gives -1.9 / -1.6 eV. As for the multiplicity: 2.

Element x y z (Å)
C (-1.4199, 2.1708, 6.8938)
C (-3.8083, 3.7186, 1.4931)
H (1.7887, -2.9906, 3.7098)
C (0.3156, -3.6252, -2.6731)
H (-1.2187, 0.0337, -5.2135)
H (-3.2965, 4.5760, 1.9359)
H (-5.0049, 0.6764, 2.6736)
V (-0.9757, 0.4513, 0.1222)
N (1.5372, -3.2098, 0.3759)
H (-4.0655, 0.9301, 1.2035)
H (-1.4539, -4.7503, -3.1311)
H (-4.7425, 4.0731, 1.0531)
C (-2.8303, 2.2652, 3.2947)
C (1.2670, -3.4047, 1.6681)
C (3.7563, 2.0166, -3.1262)
H (4.2373, -1.2297, 0.6597)
H (-0.6079, -3.7516, 2.6614)
H (3.6014, 3.6219, 0.5477)
Sb (2.9212, -2.1284, -2.0673)
H (-0.1849, 3.2931, 8.2799)
H (-3.1867, 3.3231, 0.6924)
C (-0.9864, -1.4507, -3.6892)
H (3.6049, 0.0942, -4.0691)
H (-3.5157, 2.8023, 5.2288)
H (-0.1269, 0.4247, 7.1683)
C (0.8847, -2.3576, -2.7097)
H (-2.6337, -2.7699, -4.0724)
O (-2.1975, -3.0411, -0.2836)
H (-2.7202, -0.3663, -4.3621)
C (-1.7451, 1.7216, 2.6005)
H (-1.4666, 0.6242, -3.5809)
C (3.0173, 2.7027, 0.5140)
N (2.8967, 0.6920, -0.8409)
C (3.4845, 0.6621, -3.1553)
H (-4.7839, 4.1533, 4.0116)
H (3.8489, 3.7498, -1.8519)
H (-3.5511, 2.0138, 7.3385)
C (2.0406, -2.8223, 2.6697)
O (-2.0628, -1.4633, 1.6333)
H (-0.4385, -4.5400, 1.0834)
H (0.4286, 1.1670, 5.1509)
C (0.0862, -4.2713, 1.9986)
S (0.0733, 2.7651, -1.9659)
Br (0.8109, 0.6122, 2.2532)
O (-1.7495, 1.5715, 1.2593)
H (0.4067, -5.1857, 2.5028)
C (-0.6022, 1.3453, 3.2955)
C (-2.7117, 2.6847, 7.5312)
H (-0.5188, 4.1480, 6.7660)
O (0.4669, 2.5245, -3.3328)
C (2.5583, -2.4285, 0.0340)
O (-2.4932, -0.5661, -0.5465)
H (-2.9735, 3.6815, 7.1711)
C (-4.7370, 1.4110, 1.9120)
H (-5.4539, 2.5329, 4.2854)
H (-6.0413, 3.5196, 2.9511)
C (3.1835, 2.0007, -0.8044)
C (3.1314, -2.0466, 2.3156)
H (0.6603, 2.8339, 6.7996)
C (-0.2968, 3.1715, 7.2004)
H (1.9701, 2.9636, 0.6854)
H (-1.8524, 0.0758, 7.2974)
C (-0.9667, -3.7842, -3.1676)
N (-0.2876, 1.5875, -1.1249)
H (4.0814, 2.5346, -4.0194)
H (3.7564, -1.5960, 3.0777)
N (0.2502, -1.2960, -3.2073)
C (-5.1507, 3.2497, 3.5200)
C (-2.6877, 2.3913, 4.6747)
H (0.8543, -4.4591, -2.2416)
H (-2.5783, 2.7492, 8.6121)
C (3.6191, 2.6945, -1.9269)
H (-1.0123, 0.9140, 8.6107)
C (3.4051, -1.8467, 0.9715)
C (-1.5473, 2.0122, 5.3790)
O (-0.3994, -1.3055, -0.0557)
C (3.0581, 0.0302, -1.9879)
C (-1.0812, 0.8136, 7.5256)
H (3.3293, 2.0499, 1.3281)
S (-1.8801, -1.7634, 0.2291)
C (-1.6259, -2.6845, -3.6874)
C (-1.6470, -0.2218, -4.2424)
C (-4.1140, 2.6568, 2.5616)
H (-5.6463, 1.6945, 1.3773)
C (-0.4833, 1.4787, 4.6593)

Force components x, y, z for each atom (eV/Å):
C 0.0 0.0 0.0
C 0.0 0.0 0.0
H 0.0 0.0 0.0
C 0.0 0.0 0.0
H 0.0 0.0 0.0
H 0.0 0.0 0.0
H 0.0 0.0 0.0
V -0.1 0.7 0.0
N 0.1 -0.2 0.0
H 0.0 0.0 0.0
H 0.0 0.0 0.0
H 0.0 0.0 0.0
C 0.0 -0.1 -0.1
C 0.1 0.0 0.0
C 0.0 0.0 0.0
H 0.0 0.0 0.0
H 0.0 0.0 0.0
H 0.0 0.0 0.0
Sb -0.1 0.0 0.1
H 0.0 0.0 0.0
H 0.0 0.0 0.0
C 0.0 0.0 0.0
H 0.0 0.0 0.0
H 0.0 0.0 0.0
H 0.0 0.0 0.0
C -0.1 0.1 -0.1
H 0.0 0.0 0.0
O -0.1 0.0 -0.1
H 0.0 0.0 0.0
C 0.0 0.0 0.2
H 0.0 0.0 0.0
C 0.0 0.0 0.0
N 0.0 0.0 0.0
C 0.0 0.0 0.0
H 0.0 0.0 0.0
H 0.0 0.0 0.0
H 0.0 0.0 0.0
C 0.0 0.0 0.0
O -0.2 -0.2 0.1
H 0.0 0.0 0.0
H 0.0 0.0 0.0
C 0.0 -0.1 0.0
S 0.0 -0.1 0.1
Br -0.1 0.0 -0.1
O 0.2 -0.3 -0.2
H 0.0 0.0 0.0
C 0.0 0.0 0.0
C 0.0 0.0 0.0
H 0.0 0.0 0.0
O 0.0 0.0 0.0
C 0.1 0.1 0.0
O 0.1 0.2 0.0
H 0.0 0.0 0.0
C 0.0 0.0 0.0
H 0.0 0.0 0.0
H 0.0 0.0 0.0
C 0.0 0.0 0.0
C 0.0 -0.1 0.0
H 0.0 0.0 0.0
C 0.0 0.0 0.0
H 0.0 0.0 0.0
H 0.0 0.0 0.0
C 0.0 0.0 0.0
N -0.2 -0.2 -0.1
H 0.0 0.0 0.0
H 0.0 0.0 0.0
N 0.2 0.0 0.0
C 0.0 0.0 0.0
C 0.0 0.0 0.0
H 0.0 0.0 0.0
H 0.0 0.0 0.0
C 0.0 0.0 0.0
H 0.0 0.0 0.0
C -0.1 0.0 0.0
C 0.0 0.0 0.0
O 0.0 0.1 0.2
C 0.0 0.0 -0.1
C 0.0 0.0 0.0
H 0.0 0.0 0.0
S 0.0 -0.1 0.0
C 0.0 0.0 0.0
C 0.0 0.0 0.0
C 0.0 0.0 0.0
H 0.0 0.0 0.0
C 0.0 0.0 0.0



No. 2
Formula: C5H10N2O
Source: the OMol25 dataset
Level of theory: wB97M-V/def2-TZVPD

The SMILES is CCC(/C=N\O)=C/N. The calculation puts the HOMO energy at -9.17 eV. For the LUMO energy, the calculation gives 0.8 eV.

Element x y z (Å)
H (-0.7062, 2.3845, -0.3123)
C (0.0115, 0.5098, 1.4333)
H (-1.5289, 2.3206, -2.7544)
N (-0.1177, -0.5142, 2.1762)
H (2.5622, -1.3499, -0.7963)
H (0.0642, 1.6406, -2.4726)
H (0.2558, 1.4812, 1.8743)
C (0.0896, 0.5388, -0.0787)
H (0.6399, -0.2905, -1.8605)
H (-1.9802, 1.0282, -0.3410)
C (0.8329, -0.2352, -0.8448)
H (-0.2160, -1.5202, 0.3548)
H (-1.3664, 0.5567, -2.7557)
H (1.3597, -1.6548, 0.7095)
N (1.5098, -1.4749, -0.4113)
C (-0.9866, 1.4820, -0.7575)
C (-1.0321, 1.5126, -2.2611)
O (-0.2900, -1.6900, 1.3816)

Force components x, y, z for each atom (eV/Å):
H -0.5 2.0 0.4
C 1.3 0.8 -1.2
H -0.6 0.6 0.2
N -0.3 -0.5 -1.8
H -3.0 -0.9 1.7
H -0.9 -0.1 -0.7
H -0.5 -0.4 0.5
C -1.9 0.7 -0.2
H 0.1 0.5 -2.0
H 1.5 1.4 -0.4
C 0.5 -3.1 2.3
H -0.9 0.1 2.7
H 0.3 0.9 0.7
H 1.6 0.7 -3.6
N 2.7 2.0 1.0
C -1.4 -3.4 1.6
C 2.4 -1.3 -0.5
O -0.4 0.0 -0.5



no.,E (eV)
1,-175984.6829
2,-10370.6258